# 1
A cluster of 2 separate species, C5H8BrNS2 in total at a distorted geometry. Source: the Open Molecules 2025 dataset; level of theory: ωB97M-V/def2-TZVPD.

Calculated values
- energy above the lowest of the compared OMol25 structures with the same formula, charge and spin (eV) = 0.0000
- LUMO (eV) = -0.585
- total energy (hartree) = -3620.32653
- gap between HOMO and LUMO (eV) = 7.47

```
! RIJCOSX wB97M-V def2-TZVPD def2/J DEFGRID3
* xyz 0 1
C 2.40 1.60 2.92
C 1.79 0.28 1.15
C 0.55 0.62 -2.00
C -1.78 -0.20 1.35
C 0.17 0.14 -0.61
N 0.99 0.76 0.38
S 2.08 3.12 2.85
S -1.55 0.65 -0.25
Br 2.47 -1.49 1.41
H 2.87 0.95 3.63
H -0.12 0.19 -2.74
H 0.48 1.70 -2.05
H 1.57 0.32 -2.23
H -2.09 -1.23 1.18
H -2.56 0.34 1.89
H -0.85 -0.15 1.91
H 0.22 -0.96 -0.55
*
```

---

# 2
A cluster of 2 separate species, CHNO2S in total at a distorted geometry. Source: the Open Molecules 2025 dataset; level of theory: ωB97M-V/def2-TZVPD.

Calculated values
- energy above the lowest of the compared OMol25 structures with the same formula, charge and spin (eV) = 4.5885
- LUMO (eV) = -1.816
- total energy (hartree) = -641.92198
- gap between HOMO and LUMO (eV) = 8.37

```
! RIJCOSX wB97M-V def2-TZVPD def2/J DEFGRID3
* xyz 0 1
C -0.62 0.15 0.26
N 0.68 0.00 -0.34
O 0.81 -0.22 -1.51
O 1.59 -0.04 0.48
S -1.13 1.28 1.29
H -1.32 -1.17 -0.17
*
```

---

# 3
A cluster of 2 separate species, C6H8OS2 in total at a distorted geometry. Source: the Open Molecules 2025 dataset; level of theory: ωB97M-V/def2-TZVPD.

Calculated values
- energy above the lowest of the compared OMol25 structures with the same formula, charge and spin (eV) = 4.6321
- LUMO (alpha / beta) (eV) = -0.943 / -1.064
- total energy (hartree) = -1104.80611
- gap between HOMO and LUMO (alpha / beta) (eV) = 8.09 / 7.15

```
! RIJCOSX wB97M-V def2-TZVPD def2/J DEFGRID3
* xyz 0 1
C 2.42 -1.73 1.69
C 1.55 -0.53 1.57
C 2.20 -2.63 0.69
C 0.66 -0.67 0.57
C -1.56 2.80 -0.31
C -1.58 0.53 -1.94
O -2.76 0.50 0.57
S 0.84 -2.18 -0.31
S -1.64 1.11 -0.16
H 3.26 -1.84 2.43
H 1.51 0.38 2.13
H 2.69 -3.48 0.38
H -1.82 3.47 0.46
H -1.12 2.99 -1.28
H -1.46 -0.64 -1.81
H -2.50 0.86 -2.41
H -0.70 1.05 -2.25
*
```

---

# 4
A structure of composition CuF2I2 at a distorted geometry. Source: the Open Molecules 2025 dataset; level of theory: ωB97M-V/def2-TZVPD.

Calculated values
- LUMO (alpha / beta) (eV) = 2.826 / -0.387
- total energy (hartree) = -2435.57265
- gap between HOMO and LUMO (alpha / beta) (eV) = 8.79 / 5.35

```
! RIJCOSX wB97M-V def2-TZVPD def2/J DEFGRID3
* xyz -1 3
Cu -0.36 -0.43 -0.19
I 2.48 -0.58 0.66
I -1.93 -2.18 1.65
F 1.14 1.65 -1.63
F -1.34 1.54 -0.50
*
```

---

# 5
An isolated molecule of C21H23ClN4O3S at a distorted geometry. Source: the Open Molecules 2025 dataset; level of theory: ωB97M-V/def2-TZVPD.

Calculated values
- energy above the lowest of the compared OMol25 structures with the same formula, charge and spin (eV) = 0.0000
- LUMO (eV) = 0.224
- total energy (hartree) = -2117.19615
- gap between HOMO and LUMO (eV) = 8.80
- SMILES = CCCn1c(NC(=O)c2ccc(Cl)c(S(=O)(=O)N3CCCC3)c2)nc2ccccc21

```
! RIJCOSX wB97M-V def2-TZVPD def2/J DEFGRID3
* xyz 0 1
C -5.76 -0.76 -0.79
C -5.01 0.36 -1.51
C -3.52 0.04 -1.69
N -2.83 -0.05 -0.43
C -2.30 0.99 0.29
N -2.39 2.29 -0.17
C -1.42 3.25 0.00
O -1.67 4.42 -0.11
C -0.05 2.70 0.22
C 0.82 3.33 1.11
C 2.11 2.85 1.29
C 2.53 1.73 0.58
Cl 4.11 1.11 0.78
C 1.67 1.12 -0.32
S 2.17 -0.33 -1.26
O 3.35 -0.04 -2.02
O 1.00 -0.78 -1.97
N 2.59 -1.36 -0.01
C 1.43 -1.99 0.60
C 1.25 -3.29 -0.18
C 2.70 -3.73 -0.46
C 3.52 -2.43 -0.36
C 0.40 1.61 -0.51
N -1.72 0.63 1.40
C -1.85 -0.74 1.44
C -1.43 -1.64 2.41
C -1.69 -2.98 2.19
C -2.36 -3.42 1.05
C -2.80 -2.53 0.08
C -2.54 -1.19 0.30
H -6.81 -0.49 -0.68
H -5.34 -0.93 0.20
H -5.70 -1.68 -1.36
H -5.12 1.29 -0.94
H -5.44 0.52 -2.50
H -3.40 -0.91 -2.21
H -3.04 0.82 -2.29
H -3.30 2.64 -0.42
H 0.48 4.19 1.65
H 2.78 3.33 1.98
H 0.58 -1.32 0.53
H 1.65 -2.19 1.65
H 0.68 -4.04 0.37
H 0.74 -3.07 -1.12
H 2.80 -4.19 -1.43
H 3.03 -4.44 0.30
H 4.01 -2.16 -1.29
H 4.28 -2.49 0.43
H -0.22 1.11 -1.24
H -0.91 -1.30 3.29
H -1.38 -3.71 2.92
H -2.54 -4.47 0.91
H -3.32 -2.88 -0.80
*
```

---

# 6
A cluster of 11 separate species, C27H76N4O11 in total at a distorted geometry. Source: the Open Molecules 2025 dataset; level of theory: ωB97M-V/def2-TZVPD.

Calculated values
- energy above the lowest of the compared OMol25 structures with the same formula, charge and spin (eV) = 9.9114
- LUMO (eV) = 0.095
- total energy (hartree) = -2120.51374
- gap between HOMO and LUMO (eV) = 8.50
- SMILES = NC(N)=O.NC(N)=O.CC(C)O.CC(C)O.CC(C)O.CC(C)O.CC(C)O.CC(C)O.CC(C)O.CC(C)O.CO

```
! RIJCOSX wB97M-V def2-TZVPD def2/J DEFGRID3
* xyz 0 1
N -3.40 0.51 -1.55
C -4.25 1.50 -1.25
N -3.71 2.38 -0.41
O -5.52 1.58 -1.84
H -3.57 0.01 -2.34
H -2.49 0.35 -1.09
H -4.25 3.33 -0.32
H -2.68 2.38 -0.32
N -2.05 1.35 -4.35
C -1.66 0.16 -4.68
N -1.46 0.06 -5.92
O -1.63 -0.91 -3.76
H -2.21 1.40 -3.30
H -1.86 2.20 -4.96
H -1.45 -0.89 -6.29
H -1.51 0.85 -6.64
C -1.45 -0.43 1.31
C -0.69 -0.69 0.02
C -1.12 -2.00 -0.68
O -0.91 0.12 -0.88
H -1.26 -1.35 1.95
H -2.55 -0.52 1.18
H -1.12 0.50 1.84
H 0.38 -0.66 0.31
H -0.80 -2.20 -1.67
H -2.20 -1.89 -0.83
H -0.89 -2.91 -0.11
H -0.18 0.03 -1.57
C -2.42 2.35 3.36
C -2.96 3.67 2.83
C -4.40 3.93 3.27
O -2.28 4.65 3.13
H -1.35 2.31 3.22
H -2.98 1.56 2.83
H -2.59 2.35 4.42
H -2.98 3.68 1.77
H -4.43 3.80 4.38
H -5.18 3.23 2.92
H -4.74 4.88 2.96
H -2.59 5.39 2.63
C 3.58 0.25 3.21
C 2.48 0.41 2.25
C 1.88 1.78 1.96
O 2.69 -0.07 1.11
H 3.64 -0.74 3.51
H 3.31 0.87 4.10
H 4.52 0.66 2.80
H 1.74 -0.27 2.55
H 2.56 2.43 1.48
H 1.73 2.21 2.92
H 0.89 1.95 1.55
H 3.56 0.20 0.74
C 1.50 -3.12 2.37
C 3.04 -3.35 2.22
C 3.27 -4.78 1.78
O 3.59 -2.58 1.48
H 1.05 -2.52 1.58
H 1.42 -2.51 3.25
H 0.90 -4.10 2.45
H 3.55 -3.27 3.20
H 4.17 -4.74 1.22
H 2.51 -5.07 1.10
H 3.34 -5.43 2.60
H 3.09 -1.75 1.39
C -1.28 4.07 -1.95
C -0.54 3.43 -0.78
C 0.88 3.96 -0.57
O -1.20 3.47 0.26
H -2.19 4.48 -1.55
H -1.71 3.41 -2.67
H -0.64 4.80 -2.48
H -0.44 2.34 -0.92
H 0.99 4.98 -0.32
H 1.37 3.63 -1.53
H 1.38 3.55 0.31
H -0.79 2.99 0.98
C -0.74 -4.16 -4.31
C -1.21 -3.77 -5.72
C -2.66 -3.39 -5.82
O -0.72 -2.81 -6.33
H -1.28 -5.12 -4.14
H -1.03 -3.51 -3.47
H 0.32 -4.47 -4.35
H -1.04 -4.55 -6.40
H -2.91 -2.37 -5.58
H -3.20 -4.18 -5.26
H -2.89 -3.59 -6.85
H 0.24 -2.89 -6.13
C 0.29 1.52 7.10
C 0.69 1.61 5.64
C -0.07 0.49 4.89
O 0.28 2.64 5.03
H -0.77 1.78 7.37
H 0.92 2.26 7.69
H 0.46 0.48 7.31
H 1.77 1.51 5.55
H 0.19 0.63 3.88
H -1.19 0.64 4.96
H 0.22 -0.51 5.15
H -0.26 3.16 5.63
C 3.83 -2.31 -3.07
C 3.47 -2.94 -1.72
C 1.93 -2.81 -1.48
O 3.75 -4.19 -1.69
H 4.91 -2.18 -3.07
H 3.36 -1.29 -3.16
H 3.55 -2.89 -3.88
H 4.02 -2.51 -0.87
H 1.64 -1.81 -1.10
H 1.38 -3.54 -0.85
H 1.40 -2.76 -2.38
H 4.28 -4.26 -0.83
C 2.20 0.78 -1.86
O 1.19 0.35 -2.69
H 2.70 1.65 -2.25
H 3.08 0.12 -1.70
H 1.84 1.14 -0.85
H 1.62 0.39 -3.56
*
```

---

Q: total energy of number 4 (CuF2I2)?
A: -2435.57265 hartree

---

Q: What is the total energy in the first record?
A: -3620.32653 hartree

---

Q: Which of these has the lowest total energy?
A: C5H8BrNS2